Entry 1:
Below is 9 unconnected molecules or ions with the total composition C46H110O23, with properties calculated with wB97M-V/def2-TZVPD.

Structure (ORCA input):
```
! RIJCOSX wB97M-V def2-TZVPD def2/J DEFGRID3
* xyz 0 1
O -21.36 -3.92 -17.65
O -20.65 1.90 -13.07
O -21.33 -5.95 -15.52
O -18.03 -8.17 -10.71
O -21.38 -0.97 -8.29
O -22.50 -3.45 -10.45
O -24.49 -8.91 -16.35
O -24.90 0.22 -13.12
O -16.95 -5.58 -11.67
O -20.54 -3.10 -12.60
O -27.37 -2.27 -11.12
O -26.45 -6.78 -14.22
O -18.65 1.13 -10.06
O -26.20 -6.06 -11.37
O -27.93 -1.11 -8.27
O -23.30 -9.13 -11.67
O -25.55 -1.33 -15.43
O -24.18 -0.44 -7.79
O -28.99 -0.88 -13.49
O -19.61 1.04 -15.74
O -24.05 -8.95 -8.93
O -24.02 2.25 -11.45
O -17.10 -7.52 -7.89
C -28.96 0.49 -13.16
C -26.90 -2.15 -8.59
C -26.91 -5.38 -12.38
C -24.49 3.43 -10.77
C -25.41 -7.17 -15.13
C -23.33 0.48 -8.42
C -20.03 -2.84 -13.92
C -26.50 -1.92 -10.07
C -28.43 -1.08 -6.97
C -16.21 -6.42 -7.73
C -19.19 0.82 -11.33
C -24.02 -10.20 -16.66
C -26.51 -7.38 -11.13
C -16.65 -8.21 -10.29
C -20.64 -7.08 -15.03
C -24.65 -1.16 -13.15
C -23.12 -7.71 -11.66
C -17.43 1.87 -10.16
C -25.48 -8.69 -15.43
C -26.64 -1.90 -16.17
C -16.63 -4.42 -12.39
C -21.82 -6.21 -16.81
C -16.52 -8.44 -8.77
C -24.05 2.39 -12.89
C -28.59 -1.56 -11.07
C -18.65 -6.89 -10.64
C -22.72 -9.13 -9.31
C -20.21 1.95 -11.75
C -20.05 2.32 -15.38
C -25.65 -1.80 -14.09
C -22.55 -9.71 -10.65
C -18.29 -5.98 -11.76
C -29.41 -1.66 -12.35
C -26.26 -5.48 -13.69
C -22.05 -2.72 -17.79
C -22.25 -0.29 -9.16
C -24.84 -10.13 -8.68
C -19.69 2.61 -13.93
C -24.64 0.00 -6.49
C -22.81 -4.08 -9.22
C -22.12 -4.45 -11.35
C -20.15 -1.46 -8.77
C -20.15 0.61 -16.94
C -23.72 1.02 -13.39
C -22.35 -4.94 -17.40
C -21.86 -3.81 -12.66
H -18.95 -2.95 -13.85
H -22.79 -5.25 -18.34
H -25.15 -10.60 -9.64
H -17.05 -9.38 -8.66
H -29.27 -1.97 -10.29
H -23.37 0.98 -14.43
H -22.04 -4.85 -9.03
H -23.83 -4.63 -9.22
H -28.04 0.78 -12.63
H -23.65 -10.70 -15.75
H -20.56 -3.48 -14.60
H -25.18 -0.76 -5.99
H -21.55 -9.67 -10.93
H -24.48 3.25 -9.71
H -27.60 -0.82 -6.25
H -19.74 3.09 -16.05
H -17.36 2.32 -9.13
H -20.90 -6.46 -17.41
H -21.77 -4.56 -13.45
H -18.55 -6.54 -12.67
H -25.95 -1.94 -8.10
H -27.60 -7.45 -11.20
H -21.19 2.33 -15.44
H -22.72 1.08 -7.78
H -24.67 -1.54 -12.12
H -22.08 -7.41 -11.90
H -26.50 -0.81 -10.03
H -18.32 0.60 -12.03
H -25.08 2.49 -13.25
H -20.17 -6.83 -14.11
H -15.44 -8.64 -8.51
H -21.10 1.90 -11.12
H -17.21 -3.54 -12.01
H -22.61 -3.06 -12.91
H -29.19 -0.29 -6.89
H -26.17 -7.62 -10.11
H -19.80 -7.32 -15.68
H -18.71 2.16 -13.81
H -22.92 0.54 -12.83
H -26.12 -8.10 -11.82
H -30.43 -1.40 -12.03
H -28.52 -0.49 -10.84
H -23.80 -7.18 -12.29
H -23.64 -1.32 -13.48
H -23.27 3.10 -13.22
H -20.03 -0.48 -17.05
H -19.83 2.93 -11.58
H -23.31 -7.28 -10.68
H -16.22 -9.07 -10.78
H -25.56 -2.90 -14.14
H -18.46 -6.39 -9.67
H -25.24 0.91 -6.64
H -16.62 1.14 -10.35
H -25.36 -9.23 -14.45
H -16.67 -5.74 -7.01
H -26.66 -4.77 -14.44
H -22.71 -3.34 -8.45
H -28.84 -2.05 -6.68
H -19.44 -0.64 -8.86
H -22.14 -9.83 -8.65
H -22.54 -2.54 -16.81
H -16.63 -4.51 -13.47
H -16.12 -7.29 -10.63
H -21.74 0.51 -9.70
H -25.54 -2.39 -10.23
H -23.82 0.26 -5.86
H -27.90 -5.86 -12.56
H -22.82 -10.76 -10.58
H -16.13 -5.84 -8.65
H -23.15 -10.14 -17.31
H -15.58 -4.21 -12.10
H -26.65 -3.00 -16.20
H -22.98 -5.14 -11.52
H -29.39 -2.71 -12.79
H -19.72 -7.14 -10.72
H -25.16 -5.23 -13.51
H -21.22 0.99 -16.92
H -27.41 -3.14 -8.35
H -23.95 1.01 -9.10
H -17.56 2.67 -10.89
H -15.20 -6.69 -7.34
H -27.05 -4.31 -12.11
H -21.43 -1.82 -18.01
H -24.82 -10.83 -17.12
H -19.63 3.66 -13.70
H -21.24 -4.95 -10.95
H -19.77 -0.13 -11.26
H -18.97 -5.12 -11.74
H -27.60 -1.64 -15.74
H -25.54 3.72 -11.06
H -25.48 -6.55 -16.10
H -20.30 -1.80 -14.13
H -24.18 -10.81 -8.10
H -19.76 -2.14 -8.06
H -29.80 0.73 -12.47
H -26.68 -1.59 -13.76
H -22.59 -0.97 -9.96
H -29.09 1.08 -14.05
H -25.71 -9.81 -8.06
H -22.62 -6.96 -16.82
H -19.72 1.08 -17.83
H -20.33 -1.98 -9.68
H -26.44 -9.06 -15.87
H -22.16 -8.16 -9.34
H -22.86 -2.77 -18.52
H -23.88 4.30 -11.06
H -24.43 -6.96 -14.67
H -26.46 -1.58 -17.21
H -21.36 -7.92 -14.93
H -23.11 -4.67 -16.71
*
```

Computed properties:
DFT total energy (eV): -96562.033
Gap between HOMO and LUMO (eV): 9.72
Highest occupied orbital energy (eV): -9.0
SMILES: COCCOCCOC.COCCOCCOC.COCCOCCOC.COCCOCCOC.COCCOCCOC.COCCOC.COCCOC.COCCOC.COCCOC

***

Entry 2:
Below is a molecular structure, C46H118CuN5O16, with properties calculated with wB97M-V/def2-TZVPD.

Structure (ORCA input):
```
! RIJCOSX wB97M-V def2-TZVPD def2/J DEFGRID3
* xyz 1 2
Cu -0.32 -3.96 1.97
O -0.98 -2.68 3.78
O -0.83 4.65 -0.56
O 1.08 -2.92 -2.71
O -2.60 -4.18 2.06
O 3.44 -3.27 -1.72
O -3.92 6.71 2.51
O -4.19 3.12 -4.69
O -0.34 -2.34 0.54
O 3.53 1.66 3.61
O 0.93 1.52 -8.04
O 2.02 3.68 8.07
O -4.27 1.89 2.07
O -5.60 -1.33 -0.46
O 5.09 0.13 -5.83
O -0.79 -5.37 0.16
O 1.74 -2.93 3.06
N 1.58 -5.23 1.77
N -2.41 4.06 1.84
N -0.84 -5.42 3.66
N 2.69 1.66 -5.72
N 3.57 3.60 5.44
C 1.26 1.77 -5.66
C -5.88 -2.40 -2.59
C 1.25 -6.36 0.88
C -3.10 -5.34 2.67
C -5.14 -1.32 -1.81
C 1.17 4.28 9.00
C -4.19 8.10 2.48
C -2.93 2.56 -4.33
C 2.86 -3.19 2.24
C 4.33 -2.16 -1.93
C 4.91 1.18 -4.89
C -3.58 -3.24 1.58
C -2.05 2.68 2.25
C 3.39 1.11 -4.59
C 0.08 -1.03 0.20
C 2.36 2.89 5.26
C 3.11 4.50 7.70
C -2.03 5.13 2.80
C -2.89 2.30 -2.83
C 0.46 4.13 -0.53
C 3.63 -0.84 -1.61
C 6.47 0.08 -6.25
C -1.16 -4.75 4.94
C 0.43 -5.93 -0.29
C 4.04 3.73 6.80
C -2.72 1.26 -5.11
C -1.72 -3.36 4.77
C 1.14 4.35 0.81
C 0.24 -2.77 -3.88
C 2.32 2.37 3.86
C -2.94 1.71 1.54
C 4.92 -2.19 -3.34
C 0.77 2.22 -9.33
C -1.41 -1.33 3.58
C -2.53 6.49 2.30
C 3.59 1.15 2.31
C -0.49 -1.45 -3.73
C 0.51 2.64 -0.89
C 0.71 2.38 -6.97
C 1.12 -2.86 -5.09
C 1.89 -1.81 3.90
C -1.95 -6.25 3.11
C 2.49 -4.26 1.17
C -5.23 1.09 1.43
C -1.71 -5.11 -0.93
C -3.63 -1.51 -1.80
H -5.08 1.18 0.36
H 1.48 4.39 10.04
H 5.03 4.19 6.77
H 5.70 -1.45 -3.48
H -0.36 2.56 -6.77
H 1.65 -3.81 -5.19
H -0.16 2.05 -0.24
H -2.14 3.20 -4.71
H -1.19 -1.33 -4.56
H 0.80 5.24 8.62
H 3.62 4.90 8.58
H -3.69 -5.06 3.54
H -0.70 -0.91 2.87
H -3.41 4.19 1.71
H -4.15 -3.63 0.73
H 1.02 4.62 -1.33
H 0.66 -2.69 -1.86
H -1.93 1.83 -2.59
H -1.57 -6.75 2.21
H 0.53 -2.72 -6.00
H -2.95 1.86 0.47
H 7.14 -0.37 -5.53
H -6.19 1.45 1.81
H 2.75 0.49 2.12
H 1.51 2.94 -9.71
H 0.99 -5.22 -0.91
H -2.54 0.72 1.76
H -6.57 -1.30 -0.53
H 2.74 -0.85 -2.25
H 3.44 -4.60 0.74
H 1.78 -0.93 3.27
H 4.27 0.03 -1.74
H 2.21 3.20 3.16
H 2.78 5.39 7.16
H 1.08 2.47 -4.83
H 0.64 1.44 -10.08
H 1.56 1.61 3.67
H 6.83 1.01 -6.66
H -3.44 -2.52 -1.46
H -1.17 -4.61 -1.73
H 4.30 3.10 4.96
H 3.14 0.12 -4.22
H 0.97 -0.68 0.74
H 0.09 2.49 -1.89
H -6.91 -2.06 -2.64
H -2.98 3.24 -2.29
H -5.32 -0.36 -2.29
H -1.93 -5.28 5.51
H -2.44 -4.48 -0.43
H 4.18 2.80 7.35
H 0.20 -0.60 -3.75
H -5.12 0.02 1.67
H -5.23 8.24 2.77
H 2.07 -6.96 0.50
H 0.31 3.62 9.10
H 2.72 -3.07 -2.36
H -3.88 8.61 1.58
H 2.01 -3.81 0.30
H 3.24 -0.92 -0.59
H -4.32 -3.12 2.38
H -0.28 -4.67 5.58
H -2.90 1.47 -6.16
H -2.10 -6.09 -1.17
H 5.58 0.93 -4.05
H -1.68 0.93 -4.99
H -3.73 1.66 -2.54
H 2.19 2.07 5.97
H -0.16 2.79 -9.30
H 1.09 -1.89 4.64
H 0.61 -7.11 1.37
H 3.13 -2.29 1.68
H 4.13 -2.08 -4.08
H -0.94 -1.45 -2.75
H 3.63 1.94 1.56
H -0.75 -0.36 0.38
H -2.46 5.03 3.80
H -1.48 -2.85 5.70
H -4.36 3.85 -4.08
H -3.62 8.58 3.29
H 1.89 -2.09 -5.03
H 1.25 5.43 0.87
H 3.74 -3.48 2.81
H -3.22 -1.20 -2.76
H -5.76 -3.28 -1.97
H -0.49 -3.57 -3.84
H 0.68 3.78 1.61
H 2.18 4.02 0.80
H 0.40 -0.89 -0.84
H -1.95 7.24 2.85
H 4.54 0.63 2.13
H 5.37 -3.18 -3.46
H 1.44 2.11 -0.76
H 1.21 3.34 -7.12
H -3.08 -2.31 1.35
H 0.69 0.86 -5.41
H 1.83 -5.47 2.73
H -2.43 -6.97 3.76
H -0.94 5.10 2.75
H -2.43 -1.28 3.20
H -1.33 4.39 0.26
H -2.26 6.52 1.25
H 5.20 2.16 -5.29
H -2.80 -3.27 4.63
H 1.54 3.59 5.34
H -1.02 2.45 1.94
H 3.20 1.76 -3.73
H 2.88 -1.76 4.34
H 2.89 1.13 -6.56
H 6.47 -0.65 -7.07
H -2.19 2.54 3.32
H -5.44 -2.64 -3.56
H -0.02 -5.99 3.83
H -3.75 -5.94 2.02
H -1.48 -0.93 4.59
H 0.06 -6.78 -0.85
H -3.40 0.54 -4.68
H 5.11 -2.33 -1.20
H -3.28 -0.88 -0.97
*
```

Computed properties:
DFT total energy (eV): -134452.141
<S²>: 0.75
Gap between HOMO and LUMO (spin up / spin down) (eV): 7.95 / 6.08
Highest occupied orbital energy (spin up / spin down) (eV): -10.1 / -10.1
ΔE to the lowest compared entry with this formula, charge and spin (kcal per mole): 0.00

***

Which of these has the lowest DFT total energy?
C46H118CuN5O16

***

Which of these has the highest DFT total energy?
C46H110O23

***

What is the DFT total energy in the second record?
-134452.141 eV